DFT (ωB97M-V with the def2-TZVPD basis set) results for 5 unconnected molecules or ions with the total composition C4H19NO6 at a distorted geometry.

For the total energy, the calculation gives -18232.0829 eV. Its gap between HOMO and LUMO is 9.569 eV. The LUMO energy is 0.01714 Ha. The calculation puts the max |F| at 1.38 eV Å⁻¹. The energy above the lowest of the compared OMol25 structures with the same formula, charge and spin comes out at 7.6 kcal per mole. As for the SMILES: OCCCNCO.O.O.O.O.

XYZ file:
```
30
C4H19NO6 (ωB97M-V with the def2-TZVPD basis set)
O -2.541 -1.463 0.944
C -2.947 -0.493 -0.026
C -2.528 0.922 0.356
C -1.034 1.195 0.232
N -0.665 1.344 -1.177
C 0.572 2.023 -1.431
O 1.754 1.202 -1.340
H -1.580 -1.636 0.893
H -4.034 -0.605 -0.035
H -2.585 -0.796 -1.016
H -3.042 1.630 -0.300
H -2.885 1.104 1.372
H -0.780 2.125 0.739
H -0.478 0.405 0.757
H -0.682 0.461 -1.660
H 0.548 2.445 -2.440
H 0.729 2.826 -0.715
H 1.557 0.285 -1.644
O 2.953 1.099 1.058
H 3.888 1.095 0.847
H 2.495 1.137 0.181
O 0.899 -1.387 -1.902
H 0.609 -1.974 -2.583
H 0.565 -1.745 -1.034
O 1.918 -1.120 2.275
H 1.590 -0.781 3.094
H 2.364 -0.387 1.780
O 0.117 -2.274 0.614
H 0.146 -3.216 0.868
H 0.765 -1.826 1.230
```